# C19H21O2Ti

A structure of composition C19H21O2Ti at a distorted geometry (ωB97M-V with the def2-TZVPD basis set, the OMol25 dataset).

Structure (XYZ):
```
43
Properties=species:S:1:pos:R:3:lowdin_charge:R:1
C 1.0679 2.4077 0.0794 -0.10
C 1.2344 1.9922 -1.2790 -0.07
C -0.0457 1.6400 -1.7981 -0.17
H 2.1671 1.9361 -1.8487 0.12
C -1.0335 1.8804 -0.7395 -0.22
C -0.3024 2.2299 0.4565 -0.12
H -0.7375 2.4530 1.4329 0.12
H 1.8416 2.8463 0.7215 0.12
H -0.1930 1.2369 -2.7923 0.09
H -2.1136 1.9137 -0.8360 0.09
C -0.6159 -2.5014 0.0575 -0.13
C 0.4303 -2.0640 0.9695 -0.12
C -0.1172 -1.0796 1.8775 -0.12
H 1.5102 -2.3468 0.9531 0.12
C -1.4961 -0.8844 1.5044 -0.15
C -1.8415 -1.8582 0.4564 -0.13
H -2.8600 -2.1569 0.1260 0.11
H -0.4938 -3.1268 -0.8082 0.11
H 0.4512 -0.5720 2.6792 0.14
H -2.1643 -0.1911 1.9813 0.11
Ti -0.2675 -0.1875 -0.3165 1.06
O -1.1859 -0.4750 -1.8675 -0.38
C -2.1112 -0.3749 -3.0505 -0.16
C -3.3891 0.4469 -2.8893 0.15
H -1.7903 -0.0075 -4.1274 0.18
H -2.2316 -1.4601 -3.2305 0.12
H -3.2450 1.3980 -2.4924 0.10
H -5.6043 1.7888 -3.0184 0.13
C -5.7744 0.7239 -2.9635 0.02
C -4.6583 -0.1410 -2.7794 -0.20
C -4.8593 -1.5345 -2.5546 0.03
H -4.0094 -2.1824 -2.2732 0.13
C -6.1371 -2.0670 -2.7568 -0.02
H -6.3065 -3.1623 -2.6479 0.13
C -7.2107 -1.2220 -3.1085 0.01
H -8.1908 -1.6550 -3.3109 0.13
C -7.0190 0.1728 -3.1972 -0.03
H -7.8664 0.8210 -3.4557 0.13
C 2.6590 0.0154 1.0443 -0.15
O 1.4909 -0.0342 0.3033 -0.46
H 2.6096 0.7637 1.8428 0.09
H 3.4130 0.2883 0.3128 0.09
H 2.8241 -0.9697 1.4756 0.08
```

DFT total energy: -47242.5570 eV
maximum force: 5.57 eV Å⁻¹
energy above the lowest of the compared OMol25 structures with the same formula, charge and spin: 340.09 kJ/mol
charge: +1
highest occupied orbital energy (spin up / spin down): -10.0 / -10.0 eV

***

# C19H22BClI2N2O7

A cluster of 3 separate species, C19H22BClI2N2O7 in total at a distorted geometry (ωB97M-V with the def2-TZVPD basis set, the OMol25 dataset).

Structure (XYZ):
```
54
Properties=species:S:1:pos:R:3:lowdin_charge:R:1
C 4.2850 0.2148 2.4944 -0.15
C 3.0944 1.2133 2.7559 -0.78
I 3.6296 2.8787 4.0294 0.75
C 2.4402 1.7816 1.3810 -0.71
I 3.0750 3.7847 0.8552 0.79
C 0.8747 1.6766 1.5718 -0.19
C 0.0754 2.8035 2.0561 -0.05
C -1.3760 2.5862 2.2359 -0.50
Cl -2.3238 4.0048 2.8221 0.65
C -2.0274 1.3141 1.9637 -0.04
B -3.5981 1.0539 2.1988 -0.55
N -4.6568 1.2762 1.2240 0.18
O -3.9760 0.5920 3.4988 0.09
C -1.1883 0.2418 1.4599 0.00
C 0.2608 0.3863 1.2598 0.00
C 0.8835 -0.9449 0.7609 -0.33
O 2.0254 -1.2503 0.5615 0.10
N -0.2649 -1.8048 0.6323 0.14
C -1.5304 -1.2121 1.0305 -0.35
O -2.5830 -1.7742 0.9745 0.15
H 4.1655 -0.3880 1.5566 0.06
H 5.2593 0.7637 2.4768 0.07
H 4.2862 -0.5190 3.3500 0.09
H 2.2760 0.6167 3.2454 0.08
H 2.6950 1.1171 0.5123 0.07
H 0.5003 3.8015 2.2883 0.07
H -5.5329 1.1637 1.7497 0.10
H -4.5781 2.2431 0.8940 0.10
H -3.6445 1.2262 4.1625 0.10
H -0.3699 -2.0187 -0.3680 0.16
O -5.3183 2.0598 -4.0730 0.12
C -5.2880 1.1035 -3.3520 -0.49
O -5.7287 1.1122 -2.0671 0.02
C -5.4488 -0.1563 -1.4534 -0.18
C -5.3044 -1.1321 -2.6032 -0.16
C -4.7260 -0.2550 -3.7007 -0.08
H -4.5332 -0.0645 -0.8684 0.10
H -6.2661 -0.4287 -0.7866 0.13
H -4.6870 -1.9966 -2.3588 0.12
H -6.2894 -1.4974 -2.9064 0.12
H -3.6359 -0.2103 -3.6553 0.13
H -5.0558 -0.5727 -4.6878 0.13
O 7.3622 -0.9611 -1.6329 0.12
C 6.2395 -1.3695 -1.7148 -0.48
O 5.1399 -0.6144 -1.4539 0.02
C 3.9619 -1.4336 -1.5383 -0.18
C 4.3582 -2.6123 -2.4043 -0.16
C 5.8304 -2.7801 -2.0688 -0.08
H 3.6783 -1.7357 -0.5350 0.09
H 3.1467 -0.8581 -1.9776 0.13
H 3.7594 -3.5040 -2.2174 0.12
H 4.2505 -2.3502 -3.4604 0.12
H 5.9797 -3.4220 -1.1983 0.13
H 6.3989 -3.1498 -2.9197 0.13
```

DFT total energy: -66774.3835 eV
maximum force: 3.10 eV Å⁻¹
energy above the lowest of the compared OMol25 structures with the same formula, charge and spin: 0.00 kJ/mol
charge: 0
highest occupied orbital energy: -8.8 eV

***

# C19H22ClN3O2

An isolated molecule of C19H22ClN3O2 (ωB97M-V with the def2-TZVPD basis set, the OMol25 dataset).

Structure (XYZ):
```
47
Properties=species:S:1:pos:R:3:lowdin_charge:R:1
N 2.4546 0.1316 -0.0956 0.18
C 1.2004 0.5553 -0.4218 -0.61
O 0.4725 -0.0689 -1.1697 0.03
N 0.8591 1.7740 0.0932 0.11
C -0.5237 2.2009 0.0391 -0.26
C -1.1705 2.1151 1.4401 -0.03
C -0.6816 0.8605 2.1533 -0.51
O 0.2707 0.8836 2.9095 0.05
N -1.3803 -0.2562 1.8780 0.08
C -1.0417 -1.5367 2.4608 -0.17
C -0.1132 -2.3808 1.5860 -0.16
C -0.7521 -2.7932 0.2551 -0.16
C 0.1426 -3.7618 -0.4658 -0.24
C 1.0133 -3.3121 -1.4499 -0.04
C 1.8692 -4.1941 -2.0861 -0.09
C 1.8645 -5.5362 -1.7460 -0.10
C 0.9975 -5.9930 -0.7680 -0.09
C 0.1436 -5.1100 -0.1313 -0.05
C -0.6509 3.5977 -0.5204 -0.18
C 0.0749 4.6503 0.0248 -0.03
C -0.0479 5.9323 -0.4771 -0.10
C -0.9115 6.1677 -1.5350 -0.68
Cl -1.0751 7.7692 -2.1644 0.67
C -1.6438 5.1330 -2.0930 -0.10
C -1.5068 3.8545 -1.5829 -0.02
H 2.9473 0.5249 0.6860 0.10
H 2.7153 -0.7926 -0.3942 0.10
H 1.4164 2.1463 0.8463 0.14
H -1.0124 1.4928 -0.6404 0.14
H -2.2562 2.1233 1.3488 0.13
H -0.8588 2.9747 2.0353 0.12
H -2.0588 -0.2464 1.1341 0.15
H -0.5435 -1.3212 3.4095 0.12
H -1.9704 -2.0799 2.6576 0.12
H 0.1635 -3.2750 2.1486 0.12
H 0.7976 -1.8142 1.3872 0.11
H -1.7227 -3.2572 0.4497 0.12
H -0.8944 -1.9092 -0.3675 0.09
H 1.0027 -2.2661 -1.7198 0.09
H 2.5399 -3.8344 -2.8536 0.10
H 2.5309 -6.2256 -2.2439 0.10
H 0.9858 -7.0403 -0.5019 0.10
H -0.5339 -5.4724 0.6299 0.11
H 0.7484 4.4729 0.8498 0.12
H 0.5196 6.7454 -0.0524 0.11
H -2.3101 5.3263 -2.9188 0.11
H -2.0701 3.0454 -2.0231 0.12
```

DFT total energy: -41150.1491 eV
maximum force: 0.70 eV Å⁻¹
energy above the lowest of the compared OMol25 structures with the same formula, charge and spin: 23.45 kJ/mol
charge: 0
highest occupied orbital energy: -8.9 eV
SMILES string: NC(=O)N[C@@H](CC(=O)NCCCc1ccccc1)c1ccc(Cl)cc1

***

# C19H22N2O3S

An isolated molecule of C19H22N2O3S (ωB97M-V with the def2-TZVPD basis set, the OMol25 dataset).

Structure (XYZ):
```
47
Properties=species:S:1:pos:R:3:lowdin_charge:R:1
O -2.8029 -1.8470 -1.2084 0.07
C -1.9763 -0.9542 -1.2466 -0.52
N -2.1104 0.2130 -0.5718 0.05
C -3.2030 0.4537 0.3386 -0.18
C -2.7835 0.3271 1.8050 -0.16
C -1.7782 1.4178 2.2111 -0.20
N -1.3826 1.4489 3.6025 -0.18
C -2.4410 1.7729 4.5401 -0.17
C -1.8015 2.0520 5.9021 -0.20
O -1.0708 0.9393 6.3612 -0.13
C -0.0684 0.5881 5.4363 -0.20
C -0.6650 0.2747 4.0626 -0.17
C -0.7572 -1.0713 -2.0615 -0.41
C -0.4549 -2.1305 -2.8777 -0.03
C 0.7759 -1.9806 -3.5340 -0.22
C 1.4145 -0.8075 -3.2170 -0.41
S 0.5008 0.1315 -2.0922 1.13
C 2.7105 -0.4872 -3.7527 -0.16
C 3.3508 0.7350 -3.5775 -0.04
C 4.6196 0.9390 -4.0825 -0.09
C 5.2639 -0.0861 -4.7585 -0.08
C 4.6408 -1.3070 -4.9452 0.00
C 3.3574 -1.5188 -4.4580 -0.21
O 2.8115 -2.7516 -4.6359 -0.01
C 1.4029 -2.9050 -4.5303 -0.10
H -1.3735 0.8984 -0.6143 0.09
H -3.9629 -0.2971 0.1077 0.12
H -3.6125 1.4511 0.1496 0.12
H -3.6784 0.4070 2.4236 0.11
H -2.3448 -0.6599 1.9599 0.12
H -2.2043 2.3994 1.9785 0.12
H -0.8585 1.3002 1.6294 0.11
H -2.9674 2.6636 4.1914 0.13
H -3.1655 0.9487 4.6555 0.12
H -2.5644 2.2499 6.6569 0.12
H -1.1360 2.9240 5.8133 0.13
H 0.4370 -0.2863 5.8498 0.12
H 0.6504 1.4152 5.3344 0.13
H 0.1364 0.0460 3.3573 0.13
H -1.3230 -0.6058 4.1569 0.13
H -1.1134 -2.9728 -2.9865 0.13
H 2.8365 1.5154 -3.0353 0.10
H 5.1091 1.8906 -3.9445 0.10
H 6.2590 0.0663 -5.1479 0.10
H 5.1330 -2.1124 -5.4668 0.12
H 0.9520 -2.7371 -5.5244 0.14
H 1.2387 -3.9509 -4.2542 0.14
```

DFT total energy: -40017.9340 eV
maximum force: 0.84 eV Å⁻¹
energy above the lowest of the compared OMol25 structures with the same formula, charge and spin: 189.32 kJ/mol
charge: 0
highest occupied orbital energy: -8.1 eV
SMILES string: O=C(NCCCN1CCOCC1)c1cc2c(s1)-c1ccccc1OC2

***

What did the fourth record say?
# C19H22N2O3S

An isolated molecule of C19H22N2O3S (ωB97M-V with the def2-TZVPD basis set, the OMol25 dataset).

Structure (XYZ):
```
47
Properties=species:S:1:pos:R:3:lowdin_charge:R:1
O -2.8029 -1.8470 -1.2084 0.07
C -1.9763 -0.9542 -1.2466 -0.52
N -2.1104 0.2130 -0.5718 0.05
C -3.2030 0.4537 0.3386 -0.18
C -2.7835 0.3271 1.8050 -0.16
C -1.7782 1.4178 2.2111 -0.20
N -1.3826 1.4489 3.6025 -0.18
C -2.4410 1.7729 4.5401 -0.17
C -1.8015 2.0520 5.9021 -0.20
O -1.0708 0.9393 6.3612 -0.13
C -0.0684 0.5881 5.4363 -0.20
C -0.6650 0.2747 4.0626 -0.17
C -0.7572 -1.0713 -2.0615 -0.41
C -0.4549 -2.1305 -2.8777 -0.03
C 0.7759 -1.9806 -3.5340 -0.22
C 1.4145 -0.8075 -3.2170 -0.41
S 0.5008 0.1315 -2.0922 1.13
C 2.7105 -0.4872 -3.7527 -0.16
C 3.3508 0.7350 -3.5775 -0.04
C 4.6196 0.9390 -4.0825 -0.09
C 5.2639 -0.0861 -4.7585 -0.08
C 4.6408 -1.3070 -4.9452 0.00
C 3.3574 -1.5188 -4.4580 -0.21
O 2.8115 -2.7516 -4.6359 -0.01
C 1.4029 -2.9050 -4.5303 -0.10
H -1.3735 0.8984 -0.6143 0.09
H -3.9629 -0.2971 0.1077 0.12
H -3.6125 1.4511 0.1496 0.12
H -3.6784 0.4070 2.4236 0.11
H -2.3448 -0.6599 1.9599 0.12
H -2.2043 2.3994 1.9785 0.12
H -0.8585 1.3002 1.6294 0.11
H -2.9674 2.6636 4.1914 0.13
H -3.1655 0.9487 4.6555 0.12
H -2.5644 2.2499 6.6569 0.12
H -1.1360 2.9240 5.8133 0.13
H 0.4370 -0.2863 5.8498 0.12
H 0.6504 1.4152 5.3344 0.13
H 0.1364 0.0460 3.3573 0.13
H -1.3230 -0.6058 4.1569 0.13
H -1.1134 -2.9728 -2.9865 0.13
H 2.8365 1.5154 -3.0353 0.10
H 5.1091 1.8906 -3.9445 0.10
H 6.2590 0.0663 -5.1479 0.10
H 5.1330 -2.1124 -5.4668 0.12
H 0.9520 -2.7371 -5.5244 0.14
H 1.2387 -3.9509 -4.2542 0.14
```

DFT total energy: -40017.9340 eV
maximum force: 0.84 eV Å⁻¹
energy above the lowest of the compared OMol25 structures with the same formula, charge and spin: 189.32 kJ/mol
charge: 0
highest occupied orbital energy: -8.1 eV
SMILES string: O=C(NCCCN1CCOCC1)c1cc2c(s1)-c1ccccc1OC2